[1]
116
Properties=species:S:1:pos:R:3 method="wB97M-V/def2-TZVPD" energy_ev=-234722.72966 lumo_energy_ev=2.08 charge=-1
C 0.61 -0.58 2.88
C -0.81 -1.06 2.35
C -0.88 -0.68 0.81
Br 0.18 -2.23 0.08
P -2.74 -0.48 0.14
C -3.07 0.99 1.35
C -1.94 1.84 2.00
C -1.80 3.32 1.43
S -0.04 3.89 1.60
C 0.73 3.73 -0.04
S 0.62 5.04 -1.08
N 1.40 2.52 -0.39
C 1.63 2.41 -1.84
C 2.23 0.99 -2.14
O 3.48 0.91 -1.46
C 3.22 0.94 -0.06
C 2.65 2.34 0.37
N -3.16 -1.74 1.31
C -3.40 -2.97 1.23
C -4.70 -3.40 2.07
C -2.70 -4.28 0.79
B -2.30 0.87 -1.17
O -3.13 1.09 -2.31
O -1.16 1.75 -1.19
B -4.65 -0.50 -0.36
O -5.45 -1.69 -0.46
N -5.51 0.74 -0.50
C -6.49 0.66 0.60
C -6.27 0.86 -1.73
P -2.11 -1.87 -1.55
O -1.00 -0.99 -2.58
Br -3.70 -2.22 -3.14
H 0.51 -0.41 3.98
H 0.90 0.41 2.46
H 1.38 -1.37 2.74
H -1.55 -0.53 2.98
H -0.83 -2.15 2.50
H -0.25 0.21 0.64
H -3.57 1.78 0.73
H -3.84 0.66 2.08
H -0.90 1.49 2.10
H -2.26 2.03 3.06
H -2.38 4.03 2.05
H -2.18 3.41 0.39
H 2.37 3.14 -2.23
H 0.65 2.51 -2.35
H 2.36 0.90 -3.24
H 1.53 0.19 -1.80
H 2.45 0.16 0.16
H 4.13 0.70 0.52
H 2.46 2.31 1.47
H 3.40 3.14 0.17
H -5.39 -2.55 2.19
H -5.24 -4.19 1.50
H -4.37 -3.84 3.04
H -2.07 -4.25 -0.12
H -2.03 -4.58 1.64
H -3.40 -5.14 0.66
H -2.71 1.70 -2.91
H -0.35 1.25 -1.31
H -5.90 -1.80 -1.30
H -6.98 1.65 0.78
H -7.32 -0.06 0.39
H -6.02 0.35 1.56
H -5.70 0.84 -2.67
H -6.81 1.85 -1.70
H -7.10 0.10 -1.81
H -0.40 -1.67 -2.91
C -2.36 0.63 -8.00
C -1.81 1.07 -6.65
C -1.71 -0.10 -5.68
O -2.66 2.08 -6.09
H -3.37 0.21 -7.89
H -2.44 1.48 -8.68
H -1.72 -0.12 -8.46
H -0.83 1.53 -6.78
H -2.69 -0.54 -5.49
H -1.32 0.24 -4.72
H -1.04 -0.87 -6.07
H -3.53 1.69 -5.96
C 4.94 4.13 -3.55
C 5.99 4.15 -2.45
C 7.37 3.79 -2.99
O 5.63 3.22 -1.43
H 4.86 3.13 -4.00
H 3.96 4.38 -3.15
H 5.19 4.84 -4.34
H 6.02 5.14 -1.99
H 7.37 2.78 -3.42
H 8.11 3.80 -2.19
H 7.68 4.49 -3.77
H 5.59 2.34 -1.81
C 0.96 -3.27 8.08
C 0.31 -2.74 6.81
C 0.55 -3.67 5.63
O 0.83 -1.45 6.51
H 2.04 -3.35 7.95
H 0.79 -2.59 8.91
H 0.56 -4.26 8.35
H -0.76 -2.62 6.97
H 1.62 -3.77 5.43
H 0.09 -3.28 4.73
H 0.14 -4.67 5.83
H 1.78 -1.54 6.36
C 4.70 -3.56 1.36
C 4.64 -2.14 1.89
C 5.92 -1.37 1.58
O 4.43 -2.16 3.31
H 5.53 -4.11 1.83
H 3.78 -4.10 1.60
H 4.84 -3.57 0.28
H 3.79 -1.62 1.45
H 6.78 -1.85 2.05
H 5.86 -0.36 1.98
H 6.09 -1.32 0.51
H 5.18 -2.62 3.71


[2]
121
Properties=species:S:1:pos:R:3 method="wB97M-V/def2-TZVPD" energy_ev=-313726.55439 lumo_energy_ev=-0.50 smiles="CCOP(=O)(OCC)OCC.CCOP(=O)(OCC)OCC.CCOP(=O)(OCC)OCC.CCOP(=O)(OCC)OCC.BrC(Br)Br.CN(C)C=O"
C 2.01 -6.54 -0.93
O 1.73 -5.37 -1.23
N 1.73 -7.08 0.28
C 1.94 -8.53 0.58
C 1.25 -6.31 1.39
H 2.43 -7.23 -1.67
H 0.98 -9.01 0.77
H 2.59 -8.74 1.43
H 2.30 -9.00 -0.34
H 0.17 -6.17 1.46
H 1.59 -6.89 2.25
H 1.79 -5.40 1.62
C -0.49 0.56 0.39
Br 0.54 2.23 0.61
Br -2.00 0.85 -0.90
Br -1.20 -0.14 2.13
H 0.10 -0.25 -0.03
C 5.19 1.07 5.74
C 4.99 -0.46 5.59
O 6.15 -1.09 6.06
P 6.62 -2.50 5.41
O 5.50 -3.44 5.38
O 7.99 -3.00 6.18
C 8.93 -2.02 6.55
C 8.90 -2.01 8.07
O 7.21 -1.98 3.97
C 6.78 -2.61 2.73
C 6.24 -1.52 1.77
H 4.29 1.60 5.43
H 5.27 1.43 6.77
H 6.07 1.38 5.18
H 4.14 -0.75 6.20
H 4.68 -0.68 4.56
H 9.89 -2.43 6.21
H 8.66 -1.06 6.09
H 9.31 -1.16 8.62
H 7.83 -1.94 8.27
H 9.10 -2.98 8.53
H 7.65 -3.06 2.24
H 6.08 -3.42 2.92
H 5.43 -0.97 2.25
H 6.94 -0.76 1.42
H 5.87 -1.89 0.81
C -12.48 5.68 -7.74
C -11.93 5.81 -6.36
O -11.39 4.54 -5.90
P -9.84 4.28 -6.14
O -9.40 4.38 -7.59
O -9.20 5.36 -5.13
C -8.07 6.10 -5.44
C -8.47 7.61 -5.52
O -9.56 2.79 -5.47
C -9.98 2.47 -4.15
C -8.94 1.44 -3.70
H -11.74 5.51 -8.52
H -13.22 4.87 -7.78
H -13.05 6.52 -8.14
H -11.35 6.71 -6.15
H -12.87 5.90 -5.81
H -7.38 6.06 -4.60
H -7.55 5.72 -6.32
H -8.63 7.95 -4.49
H -7.69 8.18 -6.01
H -9.43 7.61 -6.04
H -9.92 3.41 -3.60
H -11.02 2.14 -4.19
H -9.25 0.46 -4.05
H -7.94 1.54 -4.14
H -8.82 1.42 -2.62
C -10.31 -9.34 -1.23
C -9.99 -8.36 -2.38
O -9.03 -8.99 -3.25
P -7.64 -8.34 -3.79
O -6.88 -9.29 -4.62
O -8.20 -6.99 -4.57
C -8.25 -6.88 -5.98
C -8.79 -5.43 -6.36
O -6.92 -7.67 -2.50
C -5.87 -6.75 -2.64
C -5.85 -5.68 -1.57
H -9.53 -9.57 -0.50
H -11.12 -9.07 -0.55
H -10.74 -10.24 -1.65
H -10.92 -8.17 -2.91
H -9.56 -7.45 -1.95
H -7.30 -7.18 -6.42
H -8.89 -7.60 -6.49
H -8.85 -5.38 -7.44
H -9.77 -5.28 -5.90
H -8.13 -4.70 -5.89
H -4.97 -7.36 -2.55
H -5.87 -6.32 -3.64
H -5.93 -6.16 -0.59
H -4.95 -5.06 -1.50
H -6.74 -5.05 -1.47
C 12.69 4.26 3.64
C 12.87 5.78 3.80
O 11.88 6.23 4.63
P 10.72 7.17 4.02
O 11.07 7.82 2.77
O 10.28 8.19 5.24
C 10.85 9.54 5.27
C 10.08 10.48 4.27
O 9.50 6.11 3.90
C 9.18 5.60 2.65
C 8.23 6.50 1.87
H 11.72 3.91 3.28
H 13.43 3.73 3.05
H 12.74 3.83 4.64
H 13.79 5.90 4.37
H 13.06 6.41 2.93
H 10.83 9.96 6.28
H 11.83 9.46 4.80
H 10.22 10.13 3.25
H 9.01 10.46 4.48
H 10.24 11.55 4.42
H 10.11 5.40 2.12
H 8.73 4.61 2.71
H 8.56 7.53 1.74
H 8.14 6.06 0.88
H 7.20 6.48 2.22


Kohn-Sham gap for the records above, in order: 5.43, 8.99 eV